[1]
This record from OMol25 describes 22 unconnected molecules or ions with the total composition C49H71N22O4PS. The level of theory is ωB97M-V with the def2-TZVPD basis set.

Summary:
Kohn-Sham gap (eV): 7.43
2S+1: 1
E_LUMO (eV): -1.0557
Net charge: 0
DFT total energy (a.u.): -4154.653094

Last column: Mulliken charge in e.
Geometry (Å):
N1 -1.567 1.187 -3.050  -0.62
C1 -0.334 0.651 -3.579  0.18
O1 0.541 1.337 -3.940  -0.44
C2 -0.246 -0.860 -3.632  -0.03
C3 0.971 -1.422 -2.830  -1.37
C4 1.184 -0.790 -1.474  0.04
C5 2.022 0.184 -1.142  0.73
P1 3.167 1.089 -2.255  0.48
S1 5.030 0.933 -1.704  -0.39
C6 1.829 0.368 0.361  0.19
O2 2.598 0.830 1.089  -0.57
O3 0.615 -0.177 0.654  -0.18
C7 0.439 -1.248 -0.204  0.34
O4 -0.123 -2.210 0.057  -0.44
H1 -2.031 1.593 -3.862  0.36
H2 -1.274 1.945 -2.438  0.35
H3 -1.179 -1.339 -3.349  -0.14
H4 -0.088 -1.144 -4.679  0.42
H5 0.789 -2.484 -2.662  0.40
H6 1.849 -1.282 -3.456  0.55
H7 2.773 2.446 -2.256  0.00
H8 2.907 0.581 -3.543  0.02
C8 2.378 5.104 0.286  -0.50
C9 3.292 4.546 -0.712  0.46
N2 3.992 4.093 -1.488  -0.48
H9 1.524 4.438 0.416  0.28
H10 2.898 5.206 1.236  0.04
H11 2.023 6.080 -0.035  0.21
C10 -2.386 -4.210 1.756  -0.20
C11 -3.175 -5.436 1.901  0.19
N3 -3.795 -6.380 2.023  -0.35
H12 -1.378 -4.372 2.130  0.29
H13 -2.333 -3.926 0.706  -0.06
H14 -2.851 -3.404 2.320  0.12
C12 1.297 2.585 -6.715  0.74
C13 2.226 1.972 -7.672  0.24
N4 2.944 1.493 -8.413  -0.45
H15 1.509 2.228 -5.712  -0.12
H16 1.406 3.665 -6.736  0.10
H17 0.276 2.325 -6.972  -0.53
C14 -2.220 1.906 -9.176  -0.92
C15 -1.884 1.608 -7.779  0.54
N5 -1.620 1.372 -6.698  -0.46
H18 -2.741 1.059 -9.616  0.34
H19 -2.860 2.785 -9.223  0.20
H20 -1.309 2.097 -9.740  0.31
C16 -0.599 5.933 -8.310  -0.67
C17 -0.271 5.658 -6.908  0.45
N6 -0.008 5.432 -5.824  -0.43
H21 -1.105 5.076 -8.743  0.04
H22 -1.251 6.798 -8.374  0.30
H23 0.312 6.131 -8.872  0.34
C18 -2.261 -0.131 1.886  -0.24
C19 -2.987 1.142 1.833  0.27
N7 -3.552 2.128 1.789  -0.42
H24 -1.392 -0.037 2.534  0.27
H25 -2.916 -0.908 2.276  0.18
H26 -1.934 -0.411 0.889  -0.04
C20 -4.235 -3.721 -2.453  -0.91
C21 -2.944 -3.094 -2.141  0.47
N8 -1.943 -2.609 -1.898  -0.38
H27 -5.043 -3.021 -2.253  0.29
H28 -4.261 -4.007 -3.502  0.30
H29 -4.373 -4.609 -1.838  0.21
C22 3.627 -2.142 2.305  -0.16
C23 4.546 -2.768 1.352  0.35
N9 5.265 -3.257 0.618  -0.47
H30 2.747 -2.770 2.434  0.23
H31 4.122 -2.020 3.267  0.27
H32 3.319 -1.165 1.935  -0.20
C24 -5.086 -8.462 -0.058  -0.50
C25 -5.794 -9.673 -0.500  0.16
N10 -6.346 -10.607 -0.840  -0.40
H33 -5.540 -7.580 -0.508  0.10
H34 -5.141 -8.374 1.024  0.29
H35 -4.041 -8.519 -0.356  0.35
C26 -0.940 7.426 0.944  -0.72
C27 0.411 7.871 1.302  0.34
N11 1.466 8.196 1.574  -0.35
H36 -1.574 8.285 0.741  0.33
H37 -0.895 6.797 0.055  0.32
H38 -1.370 6.857 1.761  0.14
C28 5.695 3.373 2.835  -0.78
C29 4.963 4.644 2.836  0.41
N12 4.391 5.628 2.822  -0.44
H39 6.553 3.443 3.501  0.32
H40 5.042 2.572 3.176  0.22
H41 6.039 3.148 1.827  0.26
C30 -4.827 6.645 -8.289  -0.88
C31 -3.870 6.025 -9.211  0.47
N13 -3.126 5.547 -9.927  -0.46
H42 -4.622 6.317 -7.271  0.27
H43 -4.738 7.728 -8.340  0.30
H44 -5.840 6.356 -8.561  0.33
C32 8.423 -4.291 2.822  -0.85
C33 7.394 -3.610 3.612  0.39
N14 6.598 -3.082 4.227  -0.42
H45 8.142 -5.332 2.674  0.28
H46 8.520 -3.806 1.853  0.32
H47 9.377 -4.248 3.344  0.32
C34 7.935 -2.605 7.488  -0.13
C35 9.215 -1.986 7.845  0.18
N15 10.232 -1.556 8.117  -0.42
H48 7.120 -1.908 7.672  0.38
H49 7.934 -2.880 6.434  -0.04
H50 7.782 -3.497 8.088  -0.03
C36 -9.390 -7.993 -0.523  -0.90
C37 -8.632 -6.784 -0.866  0.39
N16 -8.044 -5.846 -1.129  -0.44
H51 -8.970 -8.453 0.369  0.27
H52 -10.426 -7.734 -0.334  0.36
H53 -9.342 -8.705 -1.345  0.33
C38 5.444 -5.692 6.815  -0.48
C39 5.981 -5.349 8.136  0.40
N17 6.401 -5.080 9.158  -0.46
H54 4.358 -5.738 6.861  0.31
H55 5.740 -4.935 6.089  -0.01
H56 5.832 -6.660 6.502  0.28
C40 3.966 10.301 1.307  -0.61
C41 4.665 11.568 1.057  0.22
N18 5.206 12.550 0.864  -0.35
H57 4.426 9.784 2.146  0.27
H58 2.922 10.493 1.538  0.23
H59 4.023 9.667 0.425  0.24
C42 10.360 -5.646 7.335  -0.58
C43 9.597 -6.794 6.832  0.34
N19 9.003 -7.683 6.445  -0.41
H60 9.939 -4.726 6.934  0.03
H61 10.309 -5.615 8.422  0.29
H62 11.401 -5.726 7.029  0.33
C44 -10.409 -4.664 2.003  -0.75
C45 -11.135 -5.867 1.579  0.38
N20 -11.692 -6.801 1.246  -0.46
H63 -10.855 -3.784 1.544  0.26
H64 -10.457 -4.567 3.085  0.30
H65 -9.367 -4.736 1.695  0.26
C46 -4.759 5.063 2.984  -0.67
C47 -4.093 6.344 2.729  0.28
N21 -3.576 7.338 2.531  -0.40
H66 -4.291 4.569 3.834  0.28
H67 -5.811 5.234 3.204  0.32
H68 -4.672 4.420 2.111  0.22
C48 -6.950 1.300 2.826  -0.36
C49 -7.631 0.084 2.370  0.21
N22 -8.158 -0.860 2.016  -0.32
H69 -7.461 2.178 2.437  0.25
H70 -6.953 1.339 3.914  0.29
H71 -5.920 1.303 2.472  -0.07



[2]
This record from OMol25 describes 12 unconnected molecules or ions with the total composition C49H73F2NO26. The level of theory is ωB97M-V with the def2-TZVPD basis set.

Summary:
Kohn-Sham gap (eV): 7.32
2S+1: 1
E_LUMO (eV): -0.2557
Net charge: 0
DFT total energy (a.u.): -4121.699261

Last column: Mulliken charge in e.
Geometry (Å):
C1 1.438 1.452 -1.913  -1.30
C2 0.668 1.044 -0.677  1.55
C3 -0.654 0.317 -0.968  0.11
O1 -1.181 -0.397 0.113  0.53
C4 -2.582 -0.678 0.010  -0.10
N1 1.487 0.076 0.166  3.01
H1 2.218 0.648 0.628  -1.45
H2 0.926 -0.317 0.928  -0.73
H3 1.851 -0.682 -0.413  0.38
H4 0.941 2.151 -2.588  0.34
H5 1.857 0.698 -2.586  0.51
H6 2.337 2.045 -1.709  -0.09
H7 0.415 1.883 -0.029  -0.28
H8 -0.450 -0.350 -1.817  -0.14
H9 -1.447 1.048 -1.164  -0.82
H10 -3.151 0.235 0.203  0.18
H11 -2.804 -1.336 0.849  0.23
H12 -2.803 -1.218 -0.910  -0.97
C5 4.735 1.886 0.322  -1.62
O2 3.743 1.605 1.232  -0.09
H13 5.744 1.890 0.761  0.30
H14 4.799 1.187 -0.542  0.21
H15 4.609 2.812 -0.272  0.24
C6 3.337 2.337 5.110  -1.87
C7 2.678 2.519 3.760  1.24
C8 1.785 1.311 3.384  1.64
O3 0.648 1.890 2.770  0.81
C9 0.692 3.218 2.923  -0.11
O4 -0.010 4.002 2.350  -0.53
O5 1.702 3.567 3.721  -0.44
H16 2.613 2.128 5.899  0.44
H17 3.798 3.298 5.348  0.45
H18 4.058 1.522 5.131  0.26
H19 3.405 2.691 2.962  -0.33
H20 1.534 0.750 4.283  0.39
H21 2.341 0.707 2.665  -1.68
C10 -3.201 3.358 3.501  -1.60
C11 -2.928 1.900 3.206  1.95
C12 -2.851 0.913 4.415  -0.18
O6 -3.796 -0.099 4.129  -0.35
C13 -4.552 0.255 3.050  0.49
O7 -5.459 -0.379 2.623  -0.54
O8 -4.136 1.442 2.596  -0.40
H22 -3.408 3.807 2.527  0.27
H23 -2.240 3.799 3.775  0.37
H24 -4.030 3.587 4.165  0.42
H25 -2.068 1.798 2.541  -0.78
H26 -3.106 1.467 5.322  0.26
H27 -1.850 0.497 4.511  0.16
C14 -8.006 0.270 -0.490  -1.17
C15 -8.056 -1.235 -0.731  0.40
C16 -7.420 -1.603 -2.075  -0.60
O9 -6.047 -1.846 -1.749  -0.16
C17 -6.006 -2.189 -0.444  0.53
O10 -5.069 -2.634 0.130  -0.48
O11 -7.210 -1.956 0.136  -0.35
H28 -7.004 0.599 -0.201  0.13
H29 -8.514 0.464 0.461  0.36
H30 -8.462 0.903 -1.246  0.39
H31 -9.099 -1.545 -0.701  0.34
H32 -7.431 -0.770 -2.775  0.33
H33 -7.867 -2.489 -2.528  0.26
C18 3.874 5.724 2.140  -1.55
C19 3.835 5.071 0.756  1.16
C20 2.494 5.021 0.042  0.97
O12 2.799 5.401 -1.286  -0.36
C21 4.036 5.957 -1.330  0.51
O13 4.512 6.482 -2.279  -0.57
O14 4.595 5.946 -0.084  -0.49
H34 3.475 5.075 2.918  0.28
H35 3.234 6.611 2.192  0.40
H36 4.861 6.109 2.387  0.39
H37 4.346 4.106 0.829  -0.47
H38 1.853 5.818 0.429  0.54
H39 2.062 4.035 0.203  -0.80
C22 6.619 -1.079 2.925  -1.88
C23 5.140 -0.766 2.809  1.34
C24 4.339 -1.758 1.968  -0.38
O15 3.159 -1.923 2.768  0.15
C25 3.373 -1.529 4.025  0.35
O16 2.602 -1.629 4.934  -0.60
O17 4.578 -0.951 4.121  -0.47
H40 6.997 -0.928 1.908  0.38
H41 6.890 -2.091 3.226  0.40
H42 7.103 -0.397 3.622  0.42
H43 4.943 0.283 2.576  -0.36
H44 4.928 -2.669 1.836  0.23
H45 4.140 -1.314 0.994  0.29
C26 -2.543 -4.272 0.993  -0.97
C27 -1.472 -3.973 2.032  0.22
C28 -0.031 -3.814 1.520  0.66
O18 0.400 -2.559 1.872  1.16
C29 -0.472 -2.009 2.710  -0.23
O19 -0.266 -1.019 3.333  -0.34
O20 -1.652 -2.675 2.643  -0.38
H46 -3.460 -4.590 1.480  0.41
H47 -2.265 -5.130 0.373  0.38
H48 -2.558 -3.397 0.348  0.05
H49 -1.450 -4.708 2.839  0.40
H50 0.018 -3.844 0.427  -0.88
H51 0.594 -4.624 1.898  0.23
C30 5.779 -5.324 -0.993  -1.38
C31 4.263 -5.379 -1.101  0.35
C32 3.659 -5.720 0.248  -0.72
O21 2.735 -4.685 0.546  -0.26
C33 2.924 -3.672 -0.329  0.56
O22 2.470 -2.579 -0.171  -1.02
O23 3.657 -4.117 -1.370  -0.46
H52 6.063 -4.520 -0.319  0.27
H53 6.196 -5.201 -1.992  0.38
H54 6.108 -6.301 -0.637  0.40
H55 3.864 -6.043 -1.869  0.37
H56 4.423 -5.795 1.023  0.32
H57 3.075 -6.641 0.221  0.32
C34 0.292 -4.098 -2.820  -1.34
C35 -0.955 -3.754 -3.590  0.48
C36 -2.132 -4.689 -3.390  -0.42
O24 -3.246 -3.802 -3.466  -0.39
C37 -2.856 -2.531 -3.315  0.33
O25 -3.582 -1.588 -3.231  -0.46
O26 -1.518 -2.489 -3.211  0.19
H58 0.190 -4.370 -1.770  -0.07
H59 1.075 -3.341 -2.845  0.42
H60 0.603 -4.988 -3.379  0.44
H61 -0.711 -3.728 -4.656  0.26
H62 -2.120 -5.100 -2.377  0.19
H63 -2.188 -5.496 -4.115  0.33
F1 1.062 2.406 -7.111  -0.36
C38 0.014 1.826 -6.486  0.62
C39 -1.240 2.076 -6.987  -0.81
C40 -2.291 1.354 -6.457  -0.29
C41 -2.157 0.441 -5.417  -1.06
C42 -0.874 0.338 -4.845  0.85
C43 0.204 0.923 -5.466  -0.70
H64 -1.382 2.712 -7.849  0.42
H65 -3.264 1.549 -6.894  0.38
H66 -3.002 -0.093 -5.012  0.58
H67 -0.739 -0.341 -4.015  0.04
H68 1.174 0.949 -4.981  0.34
F2 -0.197 4.248 -1.822  -0.19
C44 -1.472 3.794 -1.825  0.02
C45 -2.110 3.304 -2.964  -0.57
C46 -3.399 2.778 -2.863  -0.50
C47 -4.054 2.817 -1.647  -0.70
C48 -3.401 3.244 -0.509  0.11
C49 -2.139 3.803 -0.604  -0.16
H69 -1.522 3.403 -3.868  0.50
H70 -3.823 2.479 -3.813  0.42
H71 -5.055 2.404 -1.614  0.39
H72 -3.841 3.178 0.476  0.11
H73 -1.647 4.113 0.311  0.48



[3]
This record from OMol25 describes 8 unconnected molecules or ions with the total composition C49H73F3NO17P. The level of theory is ωB97M-V with the def2-TZVPD basis set.

Summary:
Kohn-Sham gap (eV): 5.97
SMILES: Cc1ccc(C(C)C)c(OCc2c(CON=O)c(CCCO)c3c(c2CCC(F)(F)F)C(=O)C(O)=C(P(=O)(O)O)C3=O)c1.CC(C)=O.CC(C)=O.CC(C)=O.CC(C)=O.CC(C)=O.CC(C)=O.CC(C)=O
2S+1: 1
E_LUMO (eV): -1.9528
Net charge: 0
DFT total energy (a.u.): -3885.206703

Last column: Mulliken charge in e.
Geometry (Å):
C1 2.669 -2.198 0.173  -0.53
C2 2.637 -0.834 1.030  0.61
C3 3.935 -0.005 1.194  -0.93
C4 3.854 1.300 2.027  -1.06
C5 2.519 1.834 2.665  0.49
C6 2.635 3.194 3.490  0.14
C7 2.816 2.901 5.083  -0.99
C8 1.484 4.274 3.186  -1.08
C9 1.196 1.002 2.482  1.05
O1 0.024 1.551 3.075  -0.10
C10 -1.151 0.738 2.856  -1.03
C11 -1.765 0.819 1.386  0.82
C12 -1.955 2.161 0.581  0.34
C13 -1.511 3.514 1.298  0.14
O2 -2.149 3.676 2.600  -0.07
N1 -3.342 4.315 2.384  0.10
O3 -4.193 3.570 2.795  -0.26
C14 -2.570 2.152 -0.870  0.17
C15 -2.819 3.505 -1.721  -1.21
C16 -1.673 3.735 -2.856  -0.02
C17 -0.658 4.932 -2.496  -0.58
O4 -1.320 6.203 -2.224  -0.56
C18 -2.981 0.812 -1.587  0.26
C19 -2.803 -0.535 -0.779  0.27
C20 -2.222 -0.520 0.687  0.19
C21 -2.139 -1.962 1.399  -1.06
C22 -3.548 -2.410 2.035  -0.57
C23 -3.588 -2.432 3.626  0.66
F1 -4.979 -2.295 3.998  -0.23
F2 -2.917 -1.359 4.263  -0.21
F3 -3.196 -3.694 4.192  -0.29
C24 -3.265 -1.856 -1.538  -0.29
O5 -3.808 -2.864 -1.023  -0.54
C25 -3.040 -1.842 -3.145  -0.04
O6 -2.723 -3.014 -3.871  -0.46
C26 -3.201 -0.618 -3.881  -0.05
P1 -2.990 -0.630 -5.780  1.03
O7 -3.656 -1.868 -6.427  -0.66
O8 -3.751 0.726 -6.508  -0.42
O9 -1.338 -0.533 -6.183  -0.55
C27 -3.559 0.732 -3.062  0.45
O10 -4.285 1.582 -3.628  -0.53
C28 1.300 -0.317 1.682  -0.64
H1 2.386 -3.070 0.853  0.29
H2 3.778 -2.353 -0.115  -0.09
H3 2.005 -2.144 -0.770  0.23
H4 4.936 -0.309 0.743  0.31
H5 4.805 1.912 2.162  0.27
H6 3.632 3.696 3.177  0.37
H7 3.061 3.856 5.667  0.34
H8 1.956 2.292 5.523  0.25
H9 3.774 2.240 5.149  0.21
H10 1.326 4.508 2.081  0.13
H11 0.538 3.918 3.731  0.17
H12 1.804 5.248 3.723  0.46
H13 -0.918 -0.315 3.225  0.39
H14 -1.964 1.150 3.570  0.31
H15 -1.622 4.457 0.667  0.38
H16 -0.379 3.409 1.514  -0.74
H17 -3.884 3.540 -2.168  0.42
H18 -2.761 4.449 -1.052  0.50
H19 -2.147 3.997 -3.862  0.12
H20 -1.068 2.765 -3.028  0.26
H21 -0.024 4.684 -1.572  0.21
H22 0.017 5.127 -3.415  0.33
H23 -1.476 6.247 -1.247  0.33
H24 -1.301 -2.051 2.167  0.54
H25 -1.895 -2.740 0.577  0.59
H26 -3.742 -3.499 1.694  0.16
H27 -4.388 -1.790 1.573  0.42
H28 -2.080 -3.576 -3.384  0.36
H29 -3.081 1.328 -6.904  0.32
H30 -0.910 -0.105 -5.400  0.36
H31 0.381 -0.959 1.494  -0.03
C29 -9.592 -2.665 6.110  -1.04
C30 -9.190 -1.426 5.355  0.76
O11 -10.022 -0.694 4.853  -0.56
C31 -7.718 -1.130 5.244  -0.78
H32 -10.681 -2.752 6.109  0.29
H33 -9.169 -3.549 5.627  0.29
H34 -9.247 -2.599 7.145  0.31
H35 -7.213 -1.945 4.722  0.14
H36 -7.290 -0.995 6.240  0.33
H37 -7.576 -0.209 4.674  0.29
C32 -7.048 -6.277 0.800  -1.28
C33 -5.805 -5.447 0.615  0.85
O12 -5.250 -4.921 1.563  -0.50
C34 -5.278 -5.292 -0.787  -0.83
H38 -7.312 -6.301 1.860  0.32
H39 -7.876 -5.835 0.243  0.34
H40 -6.866 -7.299 0.462  0.33
H41 -6.028 -4.807 -1.415  0.29
H42 -5.018 -6.272 -1.194  0.41
H43 -4.380 -4.670 -0.770  0.14
C35 5.705 -4.633 -1.861  -1.04
C36 6.697 -3.877 -1.020  0.98
O13 6.420 -2.793 -0.534  -0.53
C37 8.044 -4.510 -0.801  -1.16
H44 4.779 -4.058 -1.934  0.17
H45 6.107 -4.778 -2.865  0.36
H46 5.483 -5.597 -1.397  0.39
H47 8.547 -4.652 -1.760  0.23
H48 7.926 -5.469 -0.291  0.38
H49 8.656 -3.855 -0.177  0.28
C38 9.094 -2.057 -4.048  -1.02
C39 7.824 -2.703 -4.533  0.86
O14 7.427 -3.753 -4.059  -0.57
C40 7.063 -2.001 -5.625  -1.18
H50 9.536 -2.672 -3.260  0.22
H51 9.808 -1.976 -4.870  0.38
H52 8.876 -1.068 -3.638  0.27
H53 7.686 -1.918 -6.518  0.36
H54 6.754 -1.010 -5.286  0.31
H55 6.171 -2.580 -5.874  0.31
C41 5.144 3.431 -2.206  -1.18
C42 5.653 2.913 -0.888  0.95
O15 5.297 3.408 0.165  -0.53
C43 6.620 1.759 -0.922  -1.15
H56 4.457 4.262 -2.028  0.31
H57 5.979 3.791 -2.812  0.35
H58 4.607 2.640 -2.734  0.32
H59 7.520 2.044 -1.471  0.46
H60 6.148 0.893 -1.393  0.27
H61 6.901 1.492 0.099  0.24
C44 -4.070 5.615 -8.616  -1.14
C45 -4.060 4.886 -7.298  0.83
O16 -3.126 4.992 -6.523  -0.53
C46 -5.249 4.021 -6.975  -0.86
H62 -3.152 6.198 -8.713  0.32
H63 -4.117 4.897 -9.437  0.30
H64 -4.923 6.295 -8.658  0.32
H65 -5.348 3.232 -7.724  0.31
H66 -6.155 4.630 -6.944  0.39
H67 -5.105 3.558 -5.996  0.09
C47 5.097 0.189 8.416  -1.11
C48 5.022 -0.352 7.013  0.83
O17 5.025 0.390 6.049  -0.53
C49 4.942 -1.846 6.848  -1.12
H68 5.150 1.279 8.382  0.28
H69 4.204 -0.101 8.974  0.33
H70 5.993 -0.190 8.913  0.34
H71 4.042 -2.226 7.337  0.33
H72 5.831 -2.315 7.275  0.35
H73 4.893 -2.091 5.785  0.26